Computed, not measured: C45H49IMnN3O5P2S as an isolated structure, with ωB97M-V with the def2-TZVPD basis set.

Output
Kohn-Sham gap (alpha / beta): 7.807 / 7.911 eV
Energy above the lowest of the compared OMol25 structures with the same formula, charge and spin: 0.3555 eV
Lowest unoccupied orbital energy (alpha / beta): -1.566 / -1.570 eV
Total charge: +1
E: -4814.26047 Eh
⟨S²⟩: 8.75
2S+1: 6
Molar mass: 987.76 g mol⁻¹

Positions of all 107 atoms, in Å:
Mn: -0.63369 0.07782 0.70457
C: -3.32643 1.02253 4.35247
N: -3.92178 0.91287 3.02330
C: -5.21421 1.55909 2.83841
C: -3.28938 0.23980 2.05604
O: -2.23600 -0.36506 2.24896
C: -3.89156 0.23953 0.65684
O: -2.94177 -0.35584 -0.19013
C: -3.14640 -0.10959 -1.55912
C: -1.82104 0.29438 -2.18167
O: -0.77607 0.19052 -1.54515
N: -1.84785 0.76044 -3.44186
C: -0.61289 1.22620 -4.06507
C: -3.08816 0.93768 -4.18601
H: -3.10680 2.07061 4.56432
H: -2.39902 0.45972 4.37972
H: -4.02900 0.64255 5.09658
H: -5.13199 2.62824 3.03940
H: -5.94535 1.13566 3.52778
H: -5.58943 1.42711 1.83061
H: -4.09911 1.26310 0.33984
H: -4.82558 -0.33281 0.65383
H: -3.89235 0.67071 -1.73020
H: -3.50450 -1.02023 -2.04865
H: 0.20455 1.10309 -3.36416
H: -0.70822 2.28145 -4.32935
H: -0.40696 0.65280 -4.96956
H: -3.76392 0.09610 -4.04701
H: -2.84536 0.98544 -5.24478
H: -3.60148 1.86283 -3.91271
O: 1.43452 -0.35919 0.04835
P: 2.42461 -1.35289 -0.46891
C: 1.63654 -2.95657 -0.74661
P: 0.25099 -3.18292 0.39549
O: -0.76993 -2.09544 0.20075
C: 0.95774 -3.26977 2.03190
C: 1.95978 -4.20891 2.30111
C: 2.51991 -4.28008 3.56285
C: 2.07830 -3.41446 4.56199
C: 1.08071 -2.48892 4.30112
C: 0.51027 -2.41671 3.03440
C: -0.40180 -4.81647 0.06836
C: -1.43882 -5.27115 0.89213
C: -1.98220 -6.52863 0.69016
C: -1.49650 -7.34287 -0.32885
C: -0.47221 -6.89773 -1.14873
C: 0.07419 -5.63456 -0.95137
C: 3.15224 -0.87287 -2.02512
C: 3.41768 -1.76459 -3.05980
C: 3.99755 -1.31300 -4.23966
C: 4.30815 0.03123 -4.38483
C: 4.04431 0.92718 -3.35326
C: 3.46809 0.47985 -2.17496
C: 3.76491 -1.59858 0.67124
C: 4.83742 -2.43675 0.36084
C: 5.86014 -2.61252 1.27858
C: 5.81800 -1.93391 2.49470
C: 4.76042 -1.08547 2.79321
C: 3.72210 -0.91391 1.88242
H: 2.35566 -3.77438 -0.66325
H: 1.20015 -2.94898 -1.74826
H: 2.30017 -4.89050 1.52636
H: 3.29772 -5.00384 3.77181
H: 2.52175 -3.46538 5.54907
H: 0.74671 -1.80777 5.07337
H: -0.27568 -1.69783 2.84654
H: -1.81466 -4.64246 1.69188
H: -2.78088 -6.88086 1.32991
H: -1.91844 -8.32876 -0.48108
H: -0.09527 -7.53150 -1.94100
H: 0.87188 -5.29699 -1.60149
H: 3.18096 -2.81697 -2.95493
H: 4.20466 -2.00866 -5.04285
H: 4.75885 0.38419 -5.30405
H: 4.29201 1.97517 -3.46955
H: 3.25202 1.17341 -1.36966
H: 4.88247 -2.94548 -0.59832
H: 6.69469 -3.26233 1.04438
H: 6.62300 -2.06552 3.20838
H: 4.73678 -0.55281 3.73705
H: 2.89154 -0.24758 2.09896
N: -1.66231 2.17398 0.19303
S: -0.90568 3.15732 -0.78740
C: 0.32809 4.11229 0.04938
C: -0.00194 4.96098 1.10007
C: 1.01372 5.59590 1.79166
C: 2.34373 5.38274 1.43280
C: 2.65941 4.53760 0.38191
C: 1.64417 3.89143 -0.31476
C: -2.01910 4.45453 -1.30758
C: -3.37949 4.17953 -1.28672
C: -4.27311 5.13120 -1.76913
C: -3.80312 6.33738 -2.27224
C: -2.43616 6.59604 -2.29618
C: -1.53688 5.65665 -1.81333
H: -1.90710 2.64848 1.06677
H: -1.03799 5.12299 1.37576
H: 0.77521 6.25293 2.61750
H: 3.13520 5.87584 1.98252
H: 3.69337 4.36704 0.11125
H: 1.87583 3.20497 -1.12144
H: -3.72177 3.23303 -0.88147
H: -5.33751 4.93147 -1.74770
H: -4.49916 7.08004 -2.64299
H: -2.06765 7.53835 -2.68263
H: -0.47286 5.86556 -1.82151
I: 0.54166 1.40142 2.75434


Computed, not measured: an isolated ion of composition C11H21N2 and charge +1, with ωB97M-V with the def2-TZVPD basis set.

Output
Kohn-Sham gap (alpha / beta): 7.484 / 7.485 eV
Energy above the lowest of the compared OMol25 structures with the same formula, charge and spin: 4.2603 eV
Lowest unoccupied orbital energy (alpha / beta): -4.101 / -4.099 eV
Total charge: +1
E: -540.82185 Eh
2S+1: 1
Molar mass: 181.30 g mol⁻¹

Positions of all 34 atoms, in Å:
C: -2.91057 1.97988 1.64874
C: -2.05881 -0.14483 1.04263
C: -2.32834 1.92993 -0.68369
C: -0.61632 2.68026 -2.29074
C: 3.95297 -2.01300 1.12992
C: -1.13049 -1.14370 0.60598
C: -2.19178 2.73780 -1.97967
C: 2.50004 -2.19291 1.48602
C: 0.15474 -0.49822 0.11525
C: 1.60192 -2.70740 0.35163
C: 1.06743 -1.59765 -0.58697
N: -2.54531 0.68576 1.78299
N: -2.66986 2.56064 0.43697
H: -3.34194 2.68797 2.34691
H: -2.13096 0.90535 -0.75631
H: -0.46766 3.16902 -3.15042
H: -0.22968 1.70632 -2.25508
H: -0.02915 3.18078 -1.61764
H: 4.26674 -1.16555 0.50504
H: 4.31734 -2.85404 0.64991
H: 4.56310 -2.01686 2.01160
H: -0.73983 -1.70475 1.54561
H: -1.66204 -1.73005 -0.09478
H: -2.51890 2.14626 -2.85363
H: -2.44471 3.77450 -1.84210
H: 2.42195 -2.94031 2.23999
H: 1.94399 -1.42231 2.06656
H: 0.77327 -0.00401 0.76582
H: -0.00494 0.10135 -0.82089
H: 0.77184 -3.13601 0.81911
H: 2.18803 -3.29865 -0.28773
H: 1.94368 -1.19496 -1.24050
H: 0.48110 -2.01442 -1.47278
H: -2.92686 3.53379 0.38224


Computed, not measured: C9H12N2O as an isolated structure, with ωB97M-V with the def2-TZVPD basis set.

Output
Kohn-Sham gap (alpha / beta): 8.180 / 7.600 eV
Energy above the lowest of the compared OMol25 structures with the same formula, charge and spin: 7.5540 eV
Lowest unoccupied orbital energy (alpha / beta): -0.306 / -0.391 eV
Total charge: 0
E: -534.63375 Eh
2S+1: 1
Molar mass: 164.21 g mol⁻¹

Positions of all 24 atoms, in Å:
C: 0.67037 2.44375 -0.79386
C: 1.87375 1.93000 -0.12057
C: 1.82638 -0.24361 2.53781
C: -0.40334 0.38416 -0.06732
C: 0.67766 -0.99895 1.90994
C: 0.96653 -0.24717 0.68376
C: -0.36911 1.52088 -1.05123
C: 0.97594 -2.48074 1.76006
C: -1.57439 1.67350 -1.86400
N: 2.61294 1.70980 1.08606
N: 2.01579 0.40929 1.35276
O: 2.27348 -0.25732 3.64948
H: 0.56975 3.50481 -1.04239
H: 2.02253 0.97945 -0.62300
H: -0.68001 -0.56988 -0.54966
H: -1.19622 0.65660 0.59777
H: -0.28357 -0.79113 2.37032
H: 1.28519 -0.82642 -0.10995
H: 0.08673 -2.96909 1.31833
H: 1.07964 -2.98942 2.80219
H: 1.94898 -2.69368 1.25041
H: -2.44639 1.12206 -1.50287
H: -1.07615 0.97653 -2.60155
H: -1.73474 2.72882 -2.20500


Computed, not measured: a 10-piece molecular cluster, C39H101N3O13 overall, with ωB97M-V with the def2-TZVPD basis set.

Output
Kohn-Sham gap: 9.238 eV
Energy above the lowest of the compared OMol25 structures with the same formula, charge and spin: 0.8024 eV
Lowest unoccupied orbital energy: 0.660 eV
Total charge: 0
E: -2688.66878 Eh
2S+1: 1
Molar mass: 820.24 g mol⁻¹

Positions of all 156 atoms, in Å:
C: -6.66873 -7.00655 -2.84816
O: -5.77353 -6.36529 -1.89549
C: -4.60381 -5.79247 -2.52341
C: -3.70921 -5.32113 -1.38200
N: -2.64614 -4.50636 -1.83257
C: -1.57871 -4.30712 -0.84883
C: -0.31612 -3.84810 -1.50847
O: 0.11814 -4.86218 -2.39925
C: 1.11065 -4.38852 -3.29081
H: -6.17129 -8.01371 -3.06553
H: -6.73525 -6.44512 -3.80429
H: -7.69505 -7.14658 -2.40234
H: -4.93925 -4.91777 -3.08956
H: -4.15162 -6.55347 -3.12870
H: -3.47890 -6.31282 -0.91394
H: -4.37966 -4.81061 -0.67063
H: -2.16226 -5.02985 -2.55040
H: -1.45171 -5.29720 -0.33740
H: -1.96260 -3.58914 -0.14869
H: 0.48433 -3.67247 -0.82689
H: -0.57284 -2.89921 -1.97134
H: 0.73183 -3.77602 -4.09960
H: 1.69149 -5.22677 -3.74828
H: 1.83832 -3.87623 -2.63577
C: -1.20235 3.39832 -2.04471
O: -1.48966 3.50737 -0.66060
C: -2.90096 3.85441 -0.46564
C: -3.84009 2.62846 -0.67451
N: -3.55599 1.53632 0.42528
C: -4.12252 2.00249 1.70373
C: -3.92502 0.90444 2.70711
O: -2.52783 0.69169 2.73377
C: -2.19584 -0.60732 3.24704
H: -0.14585 3.32386 -2.25394
H: -1.56498 4.32675 -2.50881
H: -1.64997 2.48397 -2.45213
H: -3.19567 4.64508 -1.18060
H: -2.75681 4.17455 0.59972
H: -3.72455 2.16725 -1.64055
H: -4.96181 2.88574 -0.63151
H: -2.55901 1.59781 0.45893
H: -5.24146 2.22981 1.61345
H: -3.70989 2.91532 2.10222
H: -4.40074 -0.00194 2.26389
H: -4.33736 1.18661 3.66512
H: -2.44039 -0.70261 4.31534
H: -1.09863 -0.72384 3.26790
H: -2.68466 -1.40328 2.63774
C: -0.12815 -0.30621 -6.89449
O: 0.60005 0.57214 -6.01717
C: 0.59245 0.06157 -4.71124
C: 1.03300 1.05063 -3.63812
N: 2.44311 1.33669 -3.53036
C: 2.97092 2.37849 -4.39135
C: 4.44772 2.44141 -4.19568
O: 4.87642 2.75493 -2.88827
C: 6.26182 2.92831 -2.67134
H: 0.10211 -1.32228 -6.63913
H: 0.27444 -0.23036 -7.93572
H: -1.20808 -0.08956 -6.91864
H: 1.21360 -0.82709 -4.67404
H: -0.47456 -0.08093 -4.50644
H: 0.78692 0.70247 -2.61948
H: 0.36646 1.97313 -3.79848
H: 2.67126 1.54648 -2.56421
H: 2.49197 3.36713 -4.15227
H: 2.81430 2.16815 -5.47165
H: 4.99610 3.16035 -4.88103
H: 4.88328 1.45999 -4.48786
H: 6.57157 2.33117 -1.79124
H: 6.52774 3.99469 -2.51625
H: 6.81625 2.44219 -3.48077
C: 4.73354 0.86657 0.15943
C: 4.36351 -0.03956 1.30943
C: 5.53397 -0.82317 1.70183
O: 4.00187 0.83267 2.36694
H: 5.61761 1.44792 0.40733
H: 3.84969 1.41341 -0.11167
H: 5.04061 0.27661 -0.75524
H: 3.52841 -0.74320 1.05540
H: 5.92968 -1.29160 0.80774
H: 5.39337 -1.61004 2.41989
H: 6.29918 -0.13884 2.06545
H: 3.58990 1.60677 1.97475
C: -5.88132 -1.39537 -1.05193
C: -4.41059 -1.63682 -1.57770
C: -4.37908 -0.92985 -2.91014
O: -3.43743 -1.13609 -0.69377
H: -6.63644 -1.91687 -1.70828
H: -6.14765 -0.34943 -1.15482
H: -6.06966 -1.69089 -0.01000
H: -4.27167 -2.63550 -1.72412
H: -4.73529 0.18371 -2.74593
H: -5.02799 -1.42323 -3.68339
H: -3.33346 -0.91586 -3.26180
H: -3.70888 -0.19080 -0.46680
C: 4.39581 5.69383 -0.55305
C: 3.20714 5.38777 -1.41644
C: 3.20628 5.98707 -2.77120
O: 2.95496 3.97468 -1.41418
H: 4.61684 6.76919 -0.67807
H: 5.27292 5.00943 -0.78888
H: 4.19790 5.53022 0.48692
H: 2.28457 5.75865 -0.86795
H: 2.47587 5.57313 -3.45237
H: 4.22066 5.93646 -3.16884
H: 2.96222 7.02872 -2.63711
H: 3.71760 3.57623 -1.92234
C: -0.56310 -4.43431 5.08092
C: 0.66411 -3.71986 4.58428
C: 1.30244 -4.23061 3.31053
O: 0.20896 -2.38987 4.30503
H: -1.15833 -4.69049 4.23069
H: -1.13406 -3.91114 5.75065
H: -0.33254 -5.33141 5.70533
H: 1.47213 -3.74168 5.34712
H: 1.96387 -3.51001 2.79193
H: 0.66037 -4.43602 2.49534
H: 1.94169 -5.08046 3.39249
H: 0.99388 -1.78613 4.16883
C: -2.13076 3.42470 4.59925
C: -1.56441 4.17449 3.39834
C: -0.53135 5.13634 3.97723
O: -0.91185 3.35385 2.49887
H: -2.86128 2.63039 4.45025
H: -2.59147 4.15823 5.26943
H: -1.32849 2.88971 5.16614
H: -2.39035 4.73873 2.83987
H: 0.11607 5.41603 3.16397
H: 0.00559 4.65511 4.73827
H: -1.01781 6.04596 4.34991
H: -1.51412 2.66173 2.37774
C: 2.23605 -0.48823 6.55529
C: 3.11953 -0.60007 5.36400
C: 4.07616 -1.81103 5.37797
O: 2.31432 -0.53603 4.19994
H: 2.71020 -0.82435 7.48028
H: 1.33646 -1.08279 6.43931
H: 1.86706 0.54320 6.63555
H: 3.72135 0.31442 5.44199
H: 4.73292 -1.81280 6.24162
H: 4.66671 -1.68463 4.44053
H: 3.40631 -2.70438 5.39683
H: 2.93181 -0.27943 3.47015
C: 0.26579 -1.25083 0.80166
C: -0.29769 -0.03735 0.08133
C: 0.78205 1.02403 -0.15465
O: -0.78322 -0.38429 -1.15261
H: 1.01006 -1.79623 0.22188
H: -0.60110 -1.96434 1.10051
H: 0.81458 -0.93590 1.72363
H: -1.07459 0.36550 0.81565
H: 1.05316 1.45409 0.79502
H: 0.40636 1.79010 -0.82338
H: 1.64442 0.61823 -0.60244
H: -1.66927 -0.79613 -1.00218


Computed, not measured: a 2-piece molecular cluster, C6H8OS2 overall, with ωB97M-V with the def2-TZVPD basis set.

Output
Kohn-Sham gap (alpha / beta): 7.649 / 7.834 eV
Energy above the lowest of the compared OMol25 structures with the same formula, charge and spin: 4.3271 eV
Lowest unoccupied orbital energy (alpha / beta): -0.933 / -1.027 eV
Total charge: 0
E: -1104.81731 Eh
2S+1: 1
Molar mass: 160.26 g mol⁻¹

Positions of all 17 atoms, in Å:
C: 2.19173 2.48558 -0.90203
C: 0.84014 2.25923 -0.49905
C: 2.79978 1.32499 -1.29432
C: 0.43047 1.00837 -0.79991
C: -2.14397 -1.96523 0.15862
C: -0.28050 -0.80176 1.79740
O: -2.29964 0.54005 0.75977
S: 1.70968 -0.04473 -1.16343
S: -1.34894 -0.52487 0.33057
H: 2.73820 3.38799 -0.65602
H: 0.25949 3.18678 -0.20730
H: 3.80051 1.07064 -1.51962
H: -3.13485 -1.89851 -0.35550
H: -1.56586 -2.89826 0.01200
H: -0.74579 -1.56689 2.44561
H: 0.63341 -1.13001 1.31592
H: -0.38710 0.14754 2.30933


Computed, not measured: C6H53ClN2O21 as an isolated structure, with ωB97M-V with the def2-TZVPD basis set.

Output
Kohn-Sham gap: 6.965 eV
Lowest unoccupied orbital energy: -0.842 eV
Total charge: 0
E: -2409.06978 Eh
2S+1: 1
Molar mass: 524.94 g mol⁻¹

Positions of all 83 atoms, in Å:
C: 0.59268 1.07643 2.38430
C: 1.43087 0.66246 1.06764
N: 0.67798 -0.02720 0.05704
C: 0.97433 -1.25664 -0.58217
C: 0.04820 -1.49386 -1.63863
N: -0.82278 -0.37499 -1.65772
C: -0.47053 0.43451 -0.53963
C: -2.00050 -0.18368 -2.52016
H: -0.23493 1.75529 2.17859
H: 1.18659 1.54603 3.16841
H: 0.20545 0.22013 2.93648
H: 2.29262 0.03749 1.30193
H: 1.83902 1.57869 0.64098
H: 1.94735 -1.71681 -0.49345
H: 0.09571 -2.25658 -2.40179
H: -0.99035 1.33064 -0.23443
H: -2.59447 -1.09453 -2.59549
H: -1.72987 0.28983 -3.46390
H: -2.57117 0.53882 -1.93670
Cl: -2.62680 -2.65652 -0.95307
O: -1.88976 2.63595 -1.04468
H: -2.04775 2.76710 -1.97960
H: -0.94866 2.77481 -0.93853
O: -3.28721 -0.01717 -4.37648
H: -3.69346 -0.41783 -5.14503
H: -2.97381 -0.75769 -3.85722
O: -1.99776 2.65448 1.19663
H: -2.31459 1.92393 1.72779
H: -2.09357 2.35351 0.29304
O: 1.44794 -1.28052 3.49312
H: 0.84085 -1.50140 2.78680
H: 1.17449 -1.83229 4.22592
O: 1.68027 -3.39692 -0.23229
H: 2.48421 -3.10273 0.19591
H: 0.98224 -3.15762 0.37739
O: 1.96851 -1.07907 -2.77266
H: 1.20362 -1.19187 -3.33699
H: 2.24667 -0.17563 -2.92322
O: 3.68230 1.05795 1.05361
H: 3.86234 1.91476 0.66672
H: 4.19833 0.44496 0.52998
O: -3.05643 -2.18112 -3.64312
H: -3.60662 -2.91638 -3.91313
H: -2.62579 -2.48445 -2.84388
O: 0.09968 -1.48722 -3.89963
H: -0.32413 -2.19023 -4.39198
H: 0.01712 -0.71694 -4.46184
O: 2.62643 3.02788 3.91433
H: 1.91084 3.49876 4.34145
H: 2.19268 2.45198 3.28470
O: 2.40391 0.58899 3.69991
H: 2.02922 -0.27327 3.52006
H: 1.69592 1.07481 4.12294
O: 0.89516 1.74358 4.51567
H: -0.01112 1.45807 4.63136
H: 1.14133 2.11075 5.36467
O: 2.22670 2.01138 -1.03995
H: 2.30548 1.43821 -1.80251
H: 3.10548 2.02861 -0.66088
O: 0.50352 3.03691 -0.12652
H: 0.95827 2.33176 -0.58718
H: 1.10198 3.78220 -0.17794
O: -3.23503 0.00176 -0.03289
H: -4.16129 -0.12882 -0.23590
H: -2.80375 -0.78696 -0.36175
O: -1.66448 3.19710 3.25123
H: -1.27695 4.07127 3.29454
H: -1.04984 2.68801 2.72277
O: -1.21846 -1.72306 3.61438
H: -0.69126 -1.88574 2.83219
H: -1.11769 -0.78588 3.78106
O: 3.08784 -1.98433 0.42469
H: 3.62140 -2.02102 1.21854
H: 3.72289 -1.91816 -0.28845
O: -3.94038 2.09257 -0.82832
H: -3.75732 1.19657 -0.54561
H: -3.10320 2.41456 -1.16247
O: 1.38085 -3.55992 -2.35991
H: 0.43153 -3.44502 -2.31726
H: 1.68079 -3.41410 -1.46269
O: -0.77189 -3.69410 -2.22191
H: -1.06366 -4.56954 -1.96754
H: -1.43432 -3.10568 -1.85971